[1]
ORCA calculation (ωB97M-V/def2-TZVPD) on a cluster of 7 separate species, C22H44O8 in total in a non-equilibrium geometry.

Output
spin multiplicity	1
energy above the lowest of the compared OMol25 structures with the same formula, charge and spin	0.00	kcal per mole
E_tot	-39898.52541	eV
SMILES string	CCOC(C)=O.CC(C)=O.CC(C)=O.CC(C)=O.CC(C)=O.CC(C)=O.CC(C)=O
HOMO level	-9.17	eV
frontier orbital gap	9.22	eV

```
74
Properties=species:S:1:pos:R:3:forces:R:3:mulliken_charge:R:1
C 1.78326 0.18241 -3.77227 -3.74 -0.77 5.76 -1.701
C 1.89826 -1.18559 -3.09127 1.31 3.31 2.97 0.500
O 0.98026 -2.02059 -3.71327 0.34 -0.65 -0.31 -0.233
C 0.93526 -3.30159 -3.36827 1.60 -2.94 3.02 0.765
C -0.05874 -4.03059 -4.23227 2.68 2.92 -1.79 -1.076
O 1.65926 -3.87159 -2.50127 -2.13 2.42 -2.67 -0.616
H 2.28326 1.03841 -3.41327 0.83 0.56 0.54 0.511
H 0.68526 0.36641 -3.72227 0.21 0.74 1.00 0.167
H 1.69626 0.13241 -4.72027 1.20 -0.73 -7.14 0.556
H 2.97926 -1.31859 -3.11727 -0.03 -1.80 -0.40 0.180
H 1.67626 -1.08459 -1.93827 0.15 -0.28 -2.15 -0.034
H 0.63626 -4.11459 -5.11227 -0.72 -0.65 0.28 0.298
H -0.72274 -3.25359 -4.61127 -0.86 -0.70 0.32 0.279
H -0.33874 -4.97059 -3.89127 -0.87 -1.30 0.60 0.367
C -0.69474 -0.36859 0.68673 1.93 -2.29 4.46 -0.720
C 0.11326 0.63441 1.41673 0.17 4.20 1.14 1.179
C 1.05826 0.02941 2.42173 -0.71 3.08 2.98 -0.838
O -0.01674 1.92241 1.33473 0.24 -5.56 -0.12 -0.651
H -1.45774 -0.53259 1.50973 0.72 -0.68 -0.61 0.025
H -0.11074 -1.30959 0.44473 -1.04 1.23 0.06 0.412
H -1.24574 0.11041 0.04473 -2.65 2.07 -4.63 0.094
H 1.86226 -0.29859 1.90773 2.59 -1.70 -1.98 0.122
H 0.80026 -0.70859 3.23573 -0.44 0.66 -1.26 0.064
H 1.53526 0.94041 2.90473 -0.71 -1.01 -0.05 0.320
C -2.35574 2.68841 3.62273 -1.60 1.54 1.55 -0.788
C -1.46874 2.63241 4.88473 -2.19 3.92 0.39 0.666
C -1.23274 1.25741 5.30473 4.04 -2.17 -1.77 -0.639
O -1.24774 3.69741 5.52973 -0.02 -3.79 -1.85 -0.605
H -3.36274 2.12041 3.88373 1.86 1.43 -0.54 0.237
H -1.96674 2.27641 2.74073 0.89 -1.10 -0.96 0.140
H -2.46074 3.77841 3.35873 -0.60 -1.08 0.50 0.272
H -2.00574 0.72241 5.81373 -0.77 0.05 0.16 0.356
H -0.31774 1.24941 5.93473 -0.59 -0.23 -0.12 0.303
H -0.90474 0.62841 4.28973 -1.03 1.45 2.67 -0.032
C -2.27674 -2.48159 5.64873 -0.15 0.71 -0.39 -1.191
C -1.24674 -2.67959 4.62573 6.32 1.96 -2.28 0.962
C -1.68374 -3.24159 3.27473 2.51 -1.12 -1.41 -0.841
O 0.04726 -2.36759 4.78473 -6.90 -1.68 -0.42 -0.608
H -1.65874 -2.10959 6.45373 -0.63 -0.28 1.01 0.293
H -2.68374 -3.50759 5.68873 -0.34 0.62 0.94 0.459
H -3.07774 -1.70359 5.38173 1.12 -1.33 0.11 0.233
H -0.68774 -3.71159 2.67773 -3.05 0.97 1.80 0.241
H -2.12674 -2.55159 2.56173 0.55 1.11 0.18 0.098
H -2.58374 -3.85659 3.32573 0.55 -0.96 0.45 0.406
C -0.67674 5.04641 -3.12027 -1.80 -0.82 3.92 -1.097
C 0.41326 3.95941 -3.01027 1.92 -0.25 -0.96 0.670
C 0.51226 3.25941 -1.66827 -1.88 -2.14 -0.28 -0.287
O 1.27426 3.72841 -3.89327 -2.67 0.89 1.88 -0.604
H -0.47674 5.80041 -3.76727 1.00 1.94 -2.33 0.447
H -1.02874 5.71841 -2.07927 1.28 -2.59 -2.62 0.239
H -1.58374 4.51841 -3.47127 0.24 0.26 0.30 0.208
H 0.69826 4.11241 -1.01827 0.17 -0.55 0.74 0.422
H 1.26926 2.44641 -1.70827 0.01 1.09 0.22 -0.091
H -0.45074 2.62841 -1.31927 1.75 2.08 -0.83 0.065
C 5.70726 0.40641 -0.80627 -0.97 -0.93 3.25 -1.286
C 4.30426 -0.23159 -0.22927 -0.27 4.79 0.71 0.882
C 4.31626 -1.70359 -0.18527 -5.31 0.67 -2.90 -1.201
O 3.37926 0.50841 0.22473 3.07 -2.73 -1.81 -0.499
H 5.66026 1.50341 -0.95727 0.31 -0.90 0.30 0.304
H 5.82426 -0.15159 -1.65527 0.07 -0.79 -3.10 0.446
H 6.64526 -0.08359 -0.28127 -1.88 1.66 -0.11 0.325
H 5.19226 -1.88259 0.20073 4.88 -1.80 1.98 0.692
H 4.20126 -2.19259 -1.24627 0.00 0.82 2.21 0.252
H 3.52626 -1.89859 0.55173 0.04 -0.87 -0.60 0.116
C -2.58674 -0.84559 -3.55227 2.28 0.41 3.35 -0.853
C -2.89674 0.41041 -2.65827 1.44 4.28 -1.99 0.747
C -3.76674 0.20341 -1.35827 1.40 0.17 -1.81 -1.253
O -2.51674 1.61541 -3.10727 -2.17 -6.72 2.87 -0.578
H -2.67674 -1.87759 -2.93927 0.96 2.43 -1.29 0.250
H -1.63174 -0.54359 -4.11827 -1.44 -1.20 0.81 0.172
H -3.41074 -0.89059 -4.15427 -2.05 -0.06 -2.20 0.509
H -3.36774 -0.54959 -0.67527 -0.28 -0.50 -0.60 0.285
H -4.80074 0.06741 -1.67827 0.07 -0.36 0.20 0.394
H -3.68674 1.09141 -0.80827 -0.18 1.57 0.66 0.391
```
Positions in Å, forces in eV/Å.



[2]
ORCA calculation (ωB97M-V/def2-TZVPD) on a cluster of 10 separate species, C22H45Cl12N3O6 in total in a non-equilibrium geometry.

Output
spin multiplicity	1
total charge	-2
E_tot	-190567.01145	eV
HOMO level	0.87	eV
frontier orbital gap	2.35	eV

```
88
Properties=species:S:1:pos:R:3:forces:R:3:mulliken_charge:R:1
C 1.12048 0.89035 -0.37962 1.47 0.69 -1.15 0.408
O -0.02937 0.56098 -0.76014 -2.75 -0.77 -0.38 -0.750
O 1.89113 1.55902 -1.14748 0.91 1.58 -2.18 -0.837
O 1.63235 0.57148 0.71240 0.33 -1.50 3.79 -0.770
C 0.97267 -5.82334 0.14920 1.39 -2.46 0.73 0.208
O 1.55644 -6.94118 0.16838 -1.92 2.35 -0.34 -0.656
N -0.35609 -5.58011 0.19362 -1.37 -0.63 -0.54 0.136
C -0.90057 -4.26796 0.41831 1.38 0.91 0.22 -0.873
C -1.45593 -6.53909 0.22368 0.79 -1.14 -0.23 -0.933
H 1.58140 -4.90752 0.20324 -0.26 0.07 -0.23 0.324
H -1.69917 -3.97110 -0.26156 -0.03 -0.37 -0.07 0.182
H -0.08140 -3.56625 0.26124 -0.22 0.41 0.27 0.317
H -1.23720 -4.23178 1.45439 -0.21 0.39 0.02 0.348
H -1.91532 -6.60581 1.20989 0.08 0.20 0.20 0.334
H -2.24105 -6.27390 -0.48439 0.12 0.31 -0.08 0.293
H -1.13472 -7.54613 -0.04238 0.30 0.08 0.04 0.318
C -2.89671 -0.14902 4.11197 -0.91 0.81 2.64 0.134
O -2.55797 -0.47388 5.24063 1.39 -1.12 -0.53 -0.655
N -4.14619 0.37499 4.03239 -1.86 1.21 -2.25 0.127
C -4.56441 1.10373 2.77630 -0.62 -1.28 1.11 -0.987
C -5.23508 0.11746 5.03597 1.52 -0.42 0.04 -0.967
H -2.26461 -0.13601 3.21059 -0.14 -0.02 0.07 0.430
H -5.35115 0.47935 2.35287 -0.25 0.23 -0.38 0.325
H -3.79852 1.22553 2.01035 0.35 -0.15 0.48 0.362
H -4.99134 2.07526 3.02523 0.14 0.02 0.07 0.280
H -5.58012 0.98189 5.60325 0.12 0.42 -0.50 0.296
H -6.09167 -0.42151 4.63116 -0.01 0.29 -0.61 0.319
H -4.85203 -0.54738 5.81016 0.40 0.02 -0.20 0.330
C -3.28629 -2.43971 -4.07325 2.24 0.06 -1.99 0.120
O -2.69291 -2.62316 -5.15775 -1.84 0.03 2.14 -0.637
N -4.57987 -2.64944 -3.77762 -0.78 1.62 1.72 0.130
C -4.98893 -2.36872 -2.35783 0.20 -0.57 0.23 -1.005
C -5.47403 -3.43984 -4.54117 -1.17 -1.65 -0.49 -0.948
H -2.75281 -2.06143 -3.18753 0.17 0.16 -0.23 0.378
H -4.31749 -1.74634 -1.76630 0.69 -0.01 -0.75 0.331
H -5.04406 -3.29506 -1.78603 -0.02 -0.37 -0.14 0.351
H -5.93200 -1.86659 -2.14205 -0.38 -0.03 -1.15 0.304
H -5.25820 -3.66848 -5.58484 1.03 0.43 0.21 0.325
H -5.53816 -4.39894 -4.02726 -0.11 -0.46 -0.09 0.344
H -6.51515 -3.12679 -4.61979 0.04 0.83 0.54 0.301
Cl -2.60080 4.87320 -4.52856 -0.06 1.19 -0.39 -0.210
C -2.51891 3.58897 -3.34143 0.01 -1.36 -0.33 -0.398
C -3.91253 3.03607 -3.02614 0.27 -0.69 -0.06 -0.345
Cl -5.09338 4.30031 -2.63599 -0.24 0.18 0.31 -0.217
H -1.89612 3.83200 -2.48052 -0.38 0.30 -0.01 0.346
H -1.95732 2.86405 -3.93067 -0.11 -0.55 0.65 0.240
H -3.90594 2.30504 -2.21765 0.40 0.40 0.34 0.311
H -4.35108 2.45326 -3.83615 0.26 0.43 -0.42 0.267
Cl -1.72366 5.08741 4.07251 -0.27 0.09 0.23 -0.223
C -0.40117 4.53768 3.02371 0.49 -0.10 -0.91 -0.418
C 0.96520 4.75307 3.66403 -0.82 -2.25 0.03 -0.402
Cl 1.22725 6.43414 3.97617 0.56 0.82 0.27 -0.195
H -0.46544 5.09012 2.08628 -0.08 0.10 0.13 0.292
H -0.60518 3.49629 2.77474 0.33 -0.03 0.21 0.307
H 1.76240 4.26820 3.10058 -0.07 0.60 -0.69 0.353
H 0.98889 4.12562 4.55501 -0.10 0.63 0.60 0.278
Cl 4.34458 7.78716 -0.89880 -0.13 0.66 0.12 -0.194
C 3.78069 6.47550 -1.89123 -0.62 -2.18 -1.48 -0.435
C 2.41146 6.59870 -2.64259 1.29 1.53 1.30 -0.409
Cl 2.51948 7.92688 -3.89223 0.04 -0.60 0.01 -0.233
H 3.77221 5.56557 -1.29119 -0.58 0.15 0.42 0.334
H 4.54612 6.18026 -2.60891 0.13 0.67 -0.24 0.315
H 1.69989 7.03902 -1.94411 -0.24 -0.62 -0.09 0.256
H 2.10462 5.64718 -3.07683 0.06 0.26 0.00 0.360
Cl 3.81856 -2.41359 -5.83455 -0.05 -0.25 -0.25 -0.217
C 3.13264 -2.33109 -4.20018 0.30 0.43 1.25 -0.389
C 4.23826 -2.00515 -3.17059 -0.74 -0.66 -1.46 -0.436
Cl 5.34726 -3.40205 -3.04785 0.26 -0.26 0.18 -0.226
H 2.65149 -3.26428 -3.90735 -0.05 0.03 -0.44 0.314
H 2.42265 -1.50405 -4.19577 -0.06 -0.14 0.04 0.334
H 3.77923 -1.87943 -2.18999 0.31 0.64 -0.16 0.324
H 4.82164 -1.21791 -3.64811 -0.06 0.35 0.97 0.288
Cl 2.33215 -3.03111 6.75614 0.25 0.14 -0.12 -0.213
C 2.49788 -2.38309 5.10502 -0.60 -0.37 -1.18 -0.386
C 3.88284 -2.33680 4.50836 0.12 0.16 0.13 -0.344
Cl 4.68810 -3.94507 4.43607 -0.08 0.18 0.32 -0.216
H 2.00517 -1.41280 5.04280 0.35 0.14 0.28 0.352
H 1.91647 -3.00209 4.42171 -0.20 -0.29 0.40 0.231
H 4.51216 -1.62100 5.03721 0.22 -0.28 -0.12 0.313
H 3.79167 -2.07265 3.45479 -0.11 0.38 0.19 0.259
Cl 8.27226 1.94343 -1.18928 0.98 -0.19 -0.20 -0.227
C 6.75518 1.96172 -0.26888 -0.11 1.59 -1.27 -0.355
C 6.62150 0.88214 0.70636 -1.33 -1.46 0.70 -0.262
Cl 7.94295 0.72976 1.87955 0.31 0.01 0.02 -0.222
H 6.04945 1.88984 -1.09646 -0.60 -0.19 0.64 0.275
H 6.69765 2.97388 0.13155 -0.11 -0.24 0.28 0.282
H 6.42188 -0.07004 0.21483 0.71 -0.12 -0.08 0.197
H 5.71605 0.97198 1.30651 -0.07 0.59 -0.10 0.307
```
Positions in Å, forces in eV/Å.



[3]
ORCA calculation (ωB97M-V/def2-TZVPD) on a structure of composition C22H45IrN2O2P3S in a non-equilibrium geometry.

Output
spin multiplicity	6
energy above the lowest of the compared OMol25 structures with the same formula, charge and spin	42.20	kcal per mole
total charge	+4
<S²>	8.784
E_tot	-72113.07516	eV
HOMO level (alpha / beta)	-17.62 / -20.10	eV
frontier orbital gap (alpha / beta)	5.69 / 5.71	eV

```
76
Properties=species:S:1:pos:R:3:forces:R:3:mulliken_charge:R:1
P 2.74165 -0.63571 -0.07606 0.97 -0.65 0.71 0.797
C 3.28388 -0.76868 1.65362 0.02 0.01 0.19 -1.120
H 4.37762 -0.90580 1.65909 -0.30 0.07 0.02 0.607
H 2.80512 -1.63663 2.12248 0.24 0.31 -0.27 0.004
H 3.02378 0.14286 2.21052 0.14 -0.28 -0.12 0.363
C 2.99414 -2.31928 -0.72376 -0.02 0.06 -0.06 -1.364
H 3.14603 -2.29619 -1.80563 0.22 -0.18 0.19 0.458
H 2.08767 -2.90138 -0.50934 0.27 0.06 0.03 0.229
H 3.84734 -2.79522 -0.22866 -0.05 0.09 -0.21 0.523
C 3.95764 0.54433 -0.76111 -0.08 -0.07 -0.10 -1.330
H 4.93393 0.04922 -0.82535 -0.09 0.17 0.00 0.512
H 4.03129 1.40762 -0.08687 0.04 -0.25 -0.07 0.353
H 3.67470 0.91597 -1.75031 0.24 -0.04 0.20 0.360
P -0.76720 2.90986 -0.53807 -1.09 1.37 0.25 0.648
C -0.91012 3.83962 0.99228 0.27 -0.20 0.41 -1.008
H -1.28344 4.84185 0.73261 0.07 -0.21 0.17 0.556
H 0.07498 3.90412 1.46644 -0.21 0.27 -0.06 0.462
H -1.59956 3.32117 1.66844 0.08 0.22 -0.22 0.147
C 0.18640 4.00826 -1.64319 0.13 -0.40 -0.13 -1.177
H 0.11319 3.71990 -2.69767 -0.05 0.35 0.27 0.373
H 1.24584 3.93726 -1.35093 -0.28 0.19 0.02 0.364
H -0.15855 5.04264 -1.50235 0.05 -0.25 -0.08 0.512
C -2.50860 2.61830 -0.99910 0.06 -0.37 -0.23 -1.000
H -2.97350 3.55790 -1.32465 0.12 -0.10 0.06 0.516
H -3.01772 2.22695 -0.10857 0.20 0.27 -0.19 0.274
H -2.60613 1.86279 -1.78372 -0.10 0.44 0.16 0.282
P -2.39216 -2.14037 -0.01504 -1.61 -3.18 0.19 0.858
C -3.30570 -2.59550 1.50070 0.46 0.93 0.54 -1.054
H -4.19313 -3.16714 1.19540 0.21 0.23 0.08 0.545
H -3.59058 -1.66879 2.01824 -0.22 -0.41 0.04 0.297
H -2.66540 -3.19733 2.15749 -0.14 0.20 -0.18 0.364
C -3.72218 -2.25171 -1.26287 0.41 1.45 -0.44 -1.393
H -4.36475 -3.10296 -1.01077 0.21 0.10 -0.02 0.544
H -3.28765 -2.35592 -2.26142 -0.30 -0.14 0.09 0.422
H -4.29593 -1.31689 -1.23188 -0.21 -0.33 -0.11 0.430
C -1.46122 -3.68223 -0.33877 1.04 0.74 0.05 -1.203
H -2.17432 -4.49762 -0.51020 -0.01 0.19 0.05 0.511
H -0.82642 -3.89557 0.52843 -0.15 -0.12 -0.16 0.380
H -0.81120 -3.55120 -1.21053 -0.16 -0.36 0.17 0.334
Ir 0.31354 0.10468 -0.95990 -1.02 1.16 1.64 3.321
C 0.94854 1.36245 0.25154 3.01 2.72 3.66 -0.499
O 1.50166 1.96205 1.12129 -2.12 -2.11 -3.32 -0.344
C -0.70774 -0.02802 0.93112 -1.44 0.60 2.09 -1.288
O -1.60232 0.73277 1.31275 1.58 -1.10 -1.09 -0.286
C -1.22114 0.00928 -2.79639 -0.99 0.51 -0.43 -1.106
C -0.62531 -1.23634 -2.63498 -0.48 -0.77 -0.07 -0.979
C 0.75228 -1.36291 -2.70078 0.70 -1.10 -0.44 -0.902
C 1.55630 -0.22951 -2.81541 0.79 -0.21 -0.57 -1.200
C 0.95715 1.03817 -2.86043 0.75 0.40 -0.89 -0.871
C -0.43517 1.13792 -2.98537 -0.60 0.50 -0.39 -1.380
H -2.30332 0.09291 -2.76403 0.13 -0.04 -0.17 0.570
H -1.24870 -2.11193 -2.54222 0.13 0.01 -0.05 1.543
H 1.20217 -2.34038 -2.61494 -0.02 -0.03 -0.16 0.749
H 2.63640 -0.33607 -2.80384 -0.28 0.06 -0.23 1.301
H 1.58130 1.92928 -2.87490 -0.10 -0.19 -0.17 0.552
H -0.90771 2.10742 -3.11965 0.09 -0.33 -0.13 1.337
C -2.10810 0.27508 4.68702 -0.12 -0.52 0.00 -0.849
N -0.75357 0.63350 4.25219 -1.40 0.93 0.90 0.542
C -0.43522 2.05017 4.40310 0.39 0.17 -0.25 -0.975
C 0.15265 -0.29342 3.81812 -0.03 -0.61 -2.20 -0.477
S 0.03424 -1.13644 2.22080 -0.40 0.13 -0.17 0.009
N 1.12909 -0.76258 4.61804 0.94 -0.29 0.98 0.437
C 1.53321 -2.17002 4.55735 -0.14 -0.33 0.43 -1.023
C 1.76569 0.03892 5.66709 0.18 0.20 0.07 -1.072
H -2.26722 0.61431 5.72520 0.14 0.02 -0.30 0.403
H -2.24049 -0.81163 4.64407 0.09 0.31 -0.03 0.328
H -2.85171 0.77339 4.04882 0.21 -0.02 0.12 0.290
H -0.33582 2.31996 5.46855 -0.10 -0.12 -0.26 0.386
H 0.49579 2.26614 3.86992 -0.18 -0.02 0.20 0.343
H -1.25157 2.65136 3.97708 0.07 -0.24 0.22 0.340
H 2.30101 -2.32839 3.78845 -0.26 -0.01 0.24 0.379
H 1.96818 -2.45587 5.52386 -0.15 0.08 -0.26 0.451
H 0.65361 -2.80396 4.37477 0.35 0.13 -0.01 0.411
H 2.83292 -0.21608 5.68770 -0.23 0.14 -0.02 0.436
H 1.64707 1.10091 5.44894 0.16 -0.19 0.09 0.375
H 1.35568 -0.17604 6.66338 -0.02 -0.05 -0.25 0.370
```
Positions in Å, forces in eV/Å.